# C4H9N2O2S

2 unconnected molecules or ions with the total composition C4H9N2O2S in a non-equilibrium geometry (wB97M-V/def2-TZVPD, the Open Molecules 2025 dataset).

Energy relative to the best compared isomer or geometry (same formula, charge and spin) (kcal per mole): 48.08
Orbital gap (eV): 10.5
Charge: +1
Total energy (eV): -22194.7797

XYZ file:
```
18
Properties=species:S:1:pos:R:3:forces:R:3
C -1.373000 1.761868 0.061658 0.57 -2.78 -0.50
C -0.037671 -1.837064 0.185659 -0.16 -0.75 0.08
C -1.573807 0.180905 -0.057725 -0.47 1.66 -2.27
C -0.163286 -0.476461 -0.365704 -2.14 0.96 -0.65
N 4.198181 -1.493393 -0.223595 -0.77 0.57 0.23
N 3.303687 -0.891581 -0.030359 0.92 -0.74 -0.45
O 1.714983 0.788773 1.499890 -1.65 -0.57 -0.13
O 1.389426 1.708612 -0.727037 -0.01 0.41 -0.97
S 1.007042 0.806812 0.269808 2.50 -0.05 0.52
H -0.793530 2.004265 0.944410 0.25 0.43 0.50
H -0.931957 2.107873 -0.854971 0.74 0.03 -0.27
H -2.219149 2.350426 0.045646 -2.33 0.83 0.76
H -0.097872 -1.676837 1.265426 0.00 -0.89 0.09
H -1.017972 -2.309293 -0.192034 1.67 0.16 0.67
H 0.899688 -2.378142 -0.120109 -1.20 0.39 0.32
H -2.035847 -0.346855 0.784334 0.03 0.48 -0.15
H -2.238141 0.109132 -1.038406 1.36 -0.49 2.13
H -0.030778 -0.409046 -1.446894 0.70 0.35 0.08
```
Forces are in eV/Å.

***

# C11H8BrNO4Pt

A molecular structure, C11H8BrNO4Pt in a non-equilibrium geometry (wB97M-V/def2-TZVPD, the Open Molecules 2025 dataset).

Energy relative to the best compared isomer or geometry (same formula, charge and spin) (kcal per mole): 31.30
Orbital gap (alpha / beta) (eV): 6.6 / 5.1
Multiplicity: 3
Charge: +2
Total energy (eV): -94483.5068
⟨S²⟩: 2.01

XYZ file:
```
26
Properties=species:S:1:pos:R:3:forces:R:3
Pt 1.099338 -0.562697 -0.296989 -1.39 2.18 0.18
C 0.113069 -2.145786 0.179475 -3.56 -4.96 2.01
O -0.479465 -3.068388 0.501616 1.84 2.62 -1.05
C 2.728442 -1.733197 -0.708935 3.83 -3.43 -0.63
O 3.331191 -2.771997 -0.743313 -2.00 3.83 -0.01
C 1.761599 -0.353111 1.619984 0.31 -0.49 4.99
O 2.017640 -0.558401 2.729589 -0.69 0.86 -4.53
C 0.360260 -0.559156 -2.149872 -2.75 -0.12 -2.88
O -0.218981 -0.733619 -3.119252 2.07 0.46 2.47
C 2.334020 0.984973 -0.963043 1.58 -0.19 -0.39
H 2.103887 1.488648 -1.929507 -0.23 -0.58 0.82
H 2.681439 1.762490 -0.245742 -0.58 -0.81 -0.26
C 3.334851 -0.187973 -1.133284 0.96 0.69 -0.53
H 4.166118 -0.107653 -0.415275 0.05 -0.19 -0.54
H 3.558934 -0.367149 -2.198516 0.40 -0.03 0.48
Br -4.841009 0.293045 -1.314330 0.65 0.20 0.54
C -3.424314 0.612552 -0.074907 -0.16 -0.27 -1.03
C -3.631796 1.301472 1.108571 0.00 -0.48 0.05
C -2.598994 1.338589 2.028650 0.01 0.56 0.39
C -1.341344 0.934919 1.634738 1.11 -0.46 0.50
N -1.132932 0.314788 0.468045 -0.13 0.36 -0.24
C -2.153864 0.115188 -0.369963 -0.25 -0.21 0.01
H -4.590927 1.735728 1.329130 -0.24 -0.04 0.10
H -2.765249 1.703922 3.046292 0.18 0.13 -0.49
H -0.451899 1.056476 2.272861 -0.66 0.01 -0.20
H -1.960016 -0.493662 -1.256025 -0.35 0.37 0.23
```
Forces are in eV/Å.